Record 1
62
Properties=species:S:1:pos:R:3:forces:R:3:mulliken_charge:R:1 method="wB97M-V/def2-TZVPD" charge=0 homo_ev=-8.2 homo_lumo_gap_ev=8.253 smiles="CC[C@H](C)[C@H](NC(C)=O)C(=O)NC.O=C(O)c1cccc(-c2ccc3ccccc3c2)c1" lumo_ev=0.063 relative_energy_kj_mol=0.0
C -0.7335 -0.8683 -0.0008 0.39 -0.07 0.42 -1.24
C 0.5297 -1.5497 0.5446 -0.13 -0.43 0.22 -0.46
C 0.4300 -2.0660 2.0064 -0.23 0.34 0.12 0.59
C 0.0310 -0.8943 2.9297 0.04 -0.59 0.01 -1.75
C 1.7522 -2.7274 2.5057 -0.14 0.01 -0.67 -0.25
N 2.4440 -3.4821 1.4374 0.58 1.18 0.98 -0.17
C 2.0740 -4.6781 0.9723 -0.89 -1.51 -0.38 0.71
C 2.9105 -5.2482 -0.1480 -0.04 0.06 0.02 -1.30
O 1.1214 -5.3088 1.4020 -0.01 0.40 0.27 -0.62
C 1.6195 -3.5505 3.8145 -1.60 -0.38 0.22 0.28
O 0.6171 -3.4957 4.5192 0.52 0.31 -0.40 -0.66
N 2.6443 -4.3525 4.1375 1.18 -0.15 -0.16 -0.12
C 2.6586 -5.2303 5.3066 -0.50 0.34 -0.21 -0.93
H -0.6177 -0.6965 -1.0714 -0.05 0.04 -0.01 0.36
H -1.6028 -1.5054 0.1650 -0.11 0.07 -0.01 0.36
H -0.8855 0.0963 0.4836 -0.19 0.00 -0.06 0.29
H 1.3636 -0.8513 0.4608 0.21 0.04 -0.03 0.32
H 0.7262 -2.3936 -0.1157 0.24 -0.08 0.00 0.21
H -0.3618 -2.8166 2.0403 0.03 -0.10 0.06 0.25
H -0.9725 -0.5486 2.6854 0.05 0.10 -0.06 0.41
H 0.0119 -1.1997 3.9736 0.06 -0.07 0.00 0.44
H 0.7335 -0.0690 2.8190 0.05 0.17 -0.06 0.37
H 2.4204 -1.9054 2.7587 0.23 0.13 -0.03 0.48
H 3.2297 -3.0386 0.9916 -0.09 0.05 0.01 0.26
H 3.9287 -5.4027 0.2032 0.17 0.02 -0.15 0.32
H 2.4809 -6.2026 -0.4518 0.05 0.16 0.08 0.34
H 2.9024 -4.5608 -0.9921 0.19 0.00 -0.12 0.34
H 3.4141 -4.4050 3.4925 -0.04 -0.06 0.02 0.27
H 2.4954 -4.6439 6.2130 0.01 -0.09 -0.05 0.28
H 1.8514 -5.9606 5.2184 0.06 0.01 0.10 0.30
H 3.6123 -5.7534 5.3812 -0.06 0.16 -0.16 0.34
O -6.7081 5.2133 -1.3768 1.00 0.58 -0.01 -0.60
C -5.4932 5.1560 -1.4762 -1.83 -0.39 0.09 0.43
O -4.7095 6.2588 -1.4452 -0.15 -0.66 -0.04 -0.44
C -4.8473 3.8373 -1.6453 1.53 -0.82 -0.16 0.06
C -5.6035 2.6499 -1.6418 -0.01 0.09 0.00 -0.46
C -4.9865 1.4090 -1.8241 0.26 0.57 0.00 -0.75
C -3.6054 1.3343 -2.0208 -0.29 0.33 0.04 -0.36
C -2.8235 2.4984 -2.0274 -0.79 0.10 0.11 -0.09
C -1.3746 2.4349 -2.2748 0.99 0.96 0.91 0.63
C -0.8641 1.6245 -3.3002 1.48 -0.31 -0.62 -0.54
C 0.5047 1.6078 -3.5844 -1.90 -0.31 0.07 -1.04
C 1.3918 2.3948 -2.8406 0.23 -0.14 -0.18 0.90
C 2.7637 2.4004 -3.1294 1.46 0.84 0.71 -0.69
C 3.6406 3.1900 -2.3786 -0.59 -0.93 -0.96 -0.53
C 3.1514 3.9756 -1.3310 -1.35 0.24 0.57 -0.56
C 1.7837 3.9776 -1.0374 1.81 0.32 -0.01 -0.74
C 0.8958 3.1961 -1.7903 -0.17 0.12 0.18 0.72
C -0.4797 3.2106 -1.5201 -1.31 -0.78 -0.72 -0.74
C -3.4552 3.7377 -1.8313 -0.31 -0.21 0.00 -0.36
H -5.3324 6.9931 -1.3382 0.05 0.06 0.00 0.34
H -6.6809 2.6906 -1.4987 0.23 0.15 -0.03 0.44
H -5.5831 0.5014 -1.8164 0.07 0.16 0.02 0.40
H -3.1380 0.3641 -2.1606 0.02 0.11 0.03 0.38
H -1.5365 1.0237 -3.9048 0.02 0.08 0.08 0.50
H 0.8737 0.9861 -4.3941 0.02 0.08 0.08 0.38
H 3.1525 1.7922 -3.9402 -0.10 0.03 0.06 0.39
H 4.7019 3.1920 -2.6091 -0.14 -0.02 0.01 0.39
H 3.8320 4.5889 -0.7477 -0.11 -0.07 -0.06 0.38
H 1.4126 4.5956 -0.2255 -0.04 -0.08 -0.09 0.40
H -0.8574 3.8318 -0.7143 0.03 -0.05 -0.03 0.54
H -2.8544 4.6427 -1.8571 -0.11 -0.10 0.00 0.61

Record 2
88
Properties=species:S:1:pos:R:3:forces:R:3:mulliken_charge:R:1 method="wB97M-V/def2-TZVPD" charge=0 homo_ev=-9.4 homo_lumo_gap_ev=9.771 smiles="O=C1OC[C@@H](F)O1.O=C1OC[C@@H](F)O1.O=C1OC[C@@H](F)O1.O=C1OC[C@@H](F)O1.CNC(C)=O.CNC(C)=O.CNC(C)=O.CNC(C)=O" lumo_ev=0.405 relative_energy_kj_mol=0.0
O -22.5368 4.5433 -5.3249 0.27 0.70 0.19 -0.47
C -22.8123 3.4174 -5.1489 0.10 -1.92 -0.54 0.60
O -24.0597 2.9044 -5.1449 -0.48 1.43 -0.05 -0.42
C -24.0918 1.5187 -5.0073 0.95 -0.94 -1.14 -0.13
C -22.6019 1.1602 -4.7790 -0.38 1.49 1.60 1.14
F -22.0975 0.2664 -5.6176 -0.02 -1.15 -0.86 -0.35
O -21.9136 2.3692 -5.0177 -0.59 0.98 0.11 -0.32
H -24.8281 1.2783 -4.2454 0.38 -0.37 0.09 0.14
H -24.3182 1.0429 -5.9799 -0.44 0.25 0.37 0.32
H -22.4024 0.8939 -3.7504 0.13 -0.54 0.16 -0.42
O -17.9310 -1.4177 0.9778 2.96 1.16 -1.34 -0.48
C -18.9791 -1.8168 1.2272 -5.26 -1.14 1.86 0.52
O -20.1999 -1.3728 0.7812 0.57 0.11 -0.77 -0.09
C -21.2367 -2.3421 1.0655 2.13 0.25 1.34 -0.32
C -20.6039 -3.1265 2.2582 0.48 0.87 -1.80 0.55
F -20.6390 -4.4221 1.9484 0.00 -1.67 -0.07 -0.33
O -19.2416 -2.7143 2.2235 0.07 -0.53 0.50 -0.41
H -22.1135 -1.8780 1.4145 -1.04 0.92 0.00 0.11
H -21.3633 -2.9206 0.1696 -0.25 -0.61 -0.09 0.35
H -21.0423 -3.0125 3.2371 0.03 0.49 0.25 0.14
O -19.9365 5.4652 -3.6110 0.72 -0.53 0.05 -0.48
C -19.1686 4.5664 -3.6951 0.40 -0.82 1.09 0.61
O -18.3310 4.0893 -2.6780 -1.56 1.51 -0.02 -0.31
C -17.4818 3.0784 -3.1433 2.12 0.40 0.87 -0.24
C -18.0941 2.7560 -4.4735 -0.25 -2.01 -0.59 0.34
F -18.8113 1.5797 -4.3232 -0.44 -0.30 0.12 -0.28
O -18.9825 3.7570 -4.7779 -0.09 0.96 0.02 -0.28
H -16.4546 3.5374 -3.2400 -0.87 -0.55 -0.13 0.29
H -17.3750 2.2438 -2.3707 -0.63 0.93 -1.34 0.11
H -17.4855 2.5370 -5.3418 0.55 0.43 0.06 0.30
O -18.6439 2.4728 0.4202 0.04 -1.13 0.36 -0.38
C -18.2633 1.6962 1.2634 -1.04 1.82 -0.11 0.61
O -17.0671 1.2200 1.3699 2.05 -0.72 0.23 -0.46
C -16.8486 0.5248 2.6224 -0.96 -0.97 -0.46 -0.53
C -18.3093 0.6024 3.2584 0.92 0.30 0.00 0.64
F -18.2754 1.4362 4.3663 0.20 -0.93 0.03 -0.35
O -19.0219 1.3299 2.3225 -0.90 -0.26 -0.77 -0.28
H -16.4050 -0.4849 2.3940 -0.94 1.05 0.32 0.27
H -16.1421 1.0830 3.2111 0.08 0.41 0.29 0.36
H -18.8739 -0.3307 3.4729 0.67 0.60 0.23 0.06
C -24.1428 1.2648 3.7930 -2.04 -0.91 0.09 -0.76
N -23.4487 0.8615 4.9816 -0.04 -0.23 -0.80 -0.08
C -22.5627 -0.1204 4.9191 0.48 -0.19 1.50 0.66
C -22.0265 -0.6420 6.2287 -1.62 -0.09 -0.01 -1.36
O -22.1610 -0.5704 3.8781 0.55 -0.99 -2.12 -0.48
H -23.6031 1.9557 3.1993 0.52 0.91 -0.43 0.26
H -25.1275 1.6669 4.1085 0.63 0.07 -0.36 0.38
H -24.3650 0.3729 3.1540 0.27 0.62 0.65 0.21
H -23.6843 1.1967 5.8706 -0.58 0.59 1.01 0.18
H -21.2196 -1.2646 5.9514 1.21 -0.37 0.12 0.29
H -22.7753 -1.3197 6.7107 0.44 0.85 -0.14 0.31
H -21.7708 0.2232 6.8292 0.25 -0.27 0.54 0.40
C -24.9570 -1.4166 -2.7702 0.94 -0.98 0.88 -1.01
N -25.6166 -0.2678 -2.1887 -0.41 1.60 0.37 0.18
C -26.8366 -0.3924 -1.6232 -0.32 -0.91 -0.30 0.73
C -27.5466 0.9482 -1.3261 -1.86 -1.15 0.66 -0.87
O -27.3325 -1.5107 -1.4713 -0.23 1.25 0.18 -0.70
H -24.5374 -2.1798 -2.0599 -0.14 1.12 0.14 0.25
H -24.1389 -1.1343 -3.4133 0.17 0.36 -0.21 0.31
H -25.6127 -2.0867 -3.3059 -0.75 0.49 -0.48 0.40
H -25.2958 0.7217 -2.0876 0.85 -1.75 -0.66 0.01
H -26.9591 1.8576 -1.2581 0.37 -0.10 -0.33 0.19
H -28.0755 0.8364 -0.3433 0.45 0.04 -0.80 0.32
H -28.3815 1.0561 -2.0818 1.05 0.00 0.68 0.24
C -24.4912 4.2696 0.0095 -1.54 0.67 0.41 -0.79
N -23.0989 4.5850 -0.0315 0.80 0.56 -1.13 -0.14
C -22.2650 4.6439 1.0287 -1.39 -0.64 0.86 0.95
C -20.8141 4.9624 0.8140 -1.54 1.55 -0.15 -0.92
O -22.7320 4.3933 2.1370 0.61 -0.08 0.26 -0.70
H -24.7020 3.6423 0.8961 0.06 0.40 -0.55 0.17
H -24.8222 3.7829 -0.9084 0.43 -0.41 0.07 0.14
H -25.1546 5.1823 0.0282 0.74 -0.61 0.47 0.38
H -22.7265 4.9031 -0.9077 -0.05 0.06 -0.06 0.29
H -20.6394 5.5150 -0.0919 0.18 -0.27 -0.79 0.41
H -20.2259 4.1032 0.9220 0.96 -1.12 0.04 -0.19
H -20.5991 5.6826 1.5713 0.46 0.24 0.89 0.52
C -23.0834 0.7787 0.7121 -1.20 -0.24 -0.39 -0.66
N -22.0026 1.4266 0.0162 -0.60 0.11 -0.06 0.70
C -22.3202 1.9210 -1.2002 0.58 0.82 0.98 -0.60
C -21.3035 2.8548 -1.8064 -2.18 0.23 -0.98 -0.37
O -23.4163 1.7216 -1.7398 0.67 -0.11 0.04 -0.38
H -23.5188 0.0260 0.0471 0.06 0.00 0.06 0.19
H -23.9458 1.4406 0.9791 0.89 -0.13 -0.27 0.03
H -22.7526 0.2854 1.5916 0.52 -0.24 0.82 0.09
H -21.1667 1.7289 0.5201 -0.46 -0.11 -0.47 -0.09
H -20.9293 2.3353 -2.6520 0.30 -0.25 -1.29 0.39
H -20.4361 3.1390 -1.2674 0.37 0.37 1.05 0.28
H -21.9804 3.6955 -2.1397 1.43 -0.70 -0.04 0.14

Record 3
80
Properties=species:S:1:pos:R:3:forces:R:3:mulliken_charge:R:1 method="wB97M-V/def2-TZVPD" charge=0 homo_ev=-8.7 homo_lumo_gap_ev=9.109 smiles=Cc1ccc(C(C)C)c(OCP(S)C(F)(F)F)c1.COCCOCCOC.COCCOCCOC lumo_ev=0.409
C -4.0827 -2.7266 -2.6496 0.20 0.44 0.51 -1.48
C -3.4431 -2.2681 -1.3485 -0.86 -0.89 -0.66 0.60
C -3.7677 -2.8912 -0.1603 -0.57 -0.70 0.12 -0.92
C -3.1596 -2.5042 0.9967 0.20 0.19 0.62 -0.32
C -2.2315 -1.4818 0.9978 0.95 1.23 1.54 0.34
C -1.5324 -1.0883 2.2909 -0.07 -0.74 0.62 0.34
C -2.5043 -0.5710 3.3896 0.50 0.53 0.06 -1.31
C -0.7676 -2.3556 2.8114 -0.67 0.63 -0.54 -1.54
C -1.9083 -0.8127 -0.1595 -0.90 -0.76 -0.87 0.09
O -0.9861 0.2099 -0.1654 0.34 -0.07 -0.18 -0.29
C -0.0527 0.0809 -1.2420 0.04 -0.01 -0.68 -0.65
P 1.5199 0.9792 -0.8137 -0.44 0.05 2.18 -0.12
S 3.1531 -0.2270 -1.3952 -0.07 -0.03 -0.89 -0.30
C 1.5445 2.4640 -1.9870 0.18 -1.28 -0.90 0.73
F 2.1637 3.5051 -1.4422 0.11 0.01 -0.09 -0.23
F 0.3040 2.8471 -2.3300 0.03 0.02 0.29 -0.22
F 2.1758 2.1295 -3.1455 0.05 0.54 0.11 -0.26
C -2.5461 -1.2429 -1.3300 1.21 1.31 -0.42 0.03
H -3.2996 -2.9943 -3.3631 -0.23 0.10 -0.13 0.33
H -4.7285 -3.5911 -2.4884 0.07 0.08 -0.02 0.36
H -4.6904 -1.8960 -3.0215 0.07 -0.24 -0.32 0.33
H -4.4960 -3.6964 -0.1261 0.07 0.05 -0.18 0.32
H -3.3601 -2.9840 1.9495 -0.18 -0.06 -0.15 0.37
H -0.8155 -0.2896 2.1012 -0.04 -0.19 -0.25 0.51
H -3.5215 -0.3837 3.0359 0.08 -0.22 0.00 0.23
H -2.5049 -1.2315 4.2620 -0.27 -0.05 -0.20 0.33
H -2.1239 0.3878 3.7636 -0.16 -0.08 -0.03 0.35
H 0.1009 -2.0887 3.4154 -0.10 -0.15 0.02 0.36
H -1.4889 -2.9350 3.3950 0.35 -0.14 0.07 0.41
H -0.4911 -2.9520 1.9380 0.37 -0.04 0.29 0.34
H -0.4835 0.4576 -2.1767 0.06 -0.01 0.10 0.32
H 0.1779 -0.9818 -1.3792 0.18 0.15 -0.05 0.46
H 3.4167 -0.8694 -0.2363 -0.37 0.56 0.08 0.19
H -2.2722 -0.7403 -2.2545 -0.21 -0.13 -0.05 0.28
C -5.3206 4.7214 1.4559 -0.08 -0.06 -0.10 -0.79
O -5.8174 3.5907 0.7769 -0.06 -0.04 0.20 -0.27
C -4.8427 2.5645 0.6671 -0.24 0.21 -0.27 -0.57
C -5.4990 1.2405 0.3416 0.19 -0.18 0.07 -0.05
O -6.0495 0.5906 1.4821 -0.03 0.06 -0.05 -0.34
C -7.2676 1.1243 1.9840 0.06 -0.20 0.10 -0.52
C -8.4715 0.7826 1.1319 -0.08 0.37 -0.08 -0.62
O -8.5684 1.6672 0.0279 0.12 -0.08 -0.10 -0.24
C -9.4639 1.1928 -0.9510 0.07 0.11 0.07 -0.77
H -4.4480 5.1377 0.9393 0.05 0.03 0.08 0.32
H -6.1088 5.4719 1.4785 -0.01 -0.03 -0.05 0.24
H -5.0529 4.4658 2.4879 0.11 0.05 -0.01 0.33
H -4.2821 2.4735 1.6056 0.05 -0.06 -0.03 0.35
H -4.1530 2.8379 -0.1432 0.16 -0.11 0.08 0.40
H -4.7221 0.5652 -0.0277 0.01 -0.03 0.09 -0.01
H -6.2417 1.3434 -0.4518 -0.05 0.20 0.05 0.27
H -7.1894 2.2001 2.1514 -0.10 0.04 -0.17 0.24
H -7.4044 0.6509 2.9590 0.02 -0.05 -0.03 0.40
H -9.3854 0.8854 1.7335 0.01 -0.17 0.07 0.44
H -8.3858 -0.2522 0.7774 0.00 -0.03 0.08 0.35
H -9.1131 0.2412 -1.3678 -0.11 -0.06 0.02 0.32
H -9.5042 1.9285 -1.7522 0.01 0.03 0.04 0.23
H -10.4698 1.0666 -0.5340 -0.02 -0.08 -0.05 0.31
C 6.7612 -1.8078 -2.8236 0.12 0.00 0.10 -0.61
O 7.8118 -1.6645 -1.8949 -0.05 0.19 -0.02 -0.24
C 9.0863 -1.7525 -2.5111 -0.19 -0.17 0.30 -0.57
C 10.1526 -1.1744 -1.6055 0.16 0.07 -0.16 -0.42
O 10.2290 0.2444 -1.6570 -0.09 -0.05 0.06 -0.47
C 9.2029 0.9555 -0.9753 0.17 0.13 -0.07 -0.41
C 9.3561 0.9402 0.5306 -0.33 -0.19 0.06 -0.60
O 8.8437 -0.2669 1.0717 0.14 -0.11 -0.04 -0.21
C 9.2542 -0.4628 2.4057 -0.09 -0.01 -0.11 -0.79
H 6.8208 -2.7750 -3.3360 -0.04 0.04 -0.09 0.33
H 5.8217 -1.7535 -2.2785 0.00 -0.03 0.05 0.03
H 6.7827 -0.9938 -3.5572 -0.02 -0.08 -0.10 0.32
H 9.0842 -1.2109 -3.4646 0.06 -0.01 -0.01 0.35
H 9.3020 -2.8136 -2.6976 0.12 0.03 -0.14 0.43
H 11.1221 -1.5243 -1.9673 -0.01 0.05 -0.03 0.39
H 10.0394 -1.5283 -0.5792 -0.19 -0.03 -0.02 0.21
H 8.2132 0.6098 -1.2792 -0.02 -0.11 0.16 0.21
H 9.3046 1.9899 -1.3103 0.06 -0.01 0.00 0.39
H 8.7895 1.7764 0.9633 0.13 0.12 -0.02 0.44
H 10.4162 1.0479 0.7911 0.01 0.08 -0.03 0.35
H 10.3449 -0.5544 2.4655 0.01 0.08 0.09 0.32
H 8.8083 -1.3904 2.7602 -0.04 0.02 -0.04 0.23
H 8.9156 0.3609 3.0448 0.08 0.00 0.06 0.31

Record 4
16
Properties=species:S:1:pos:R:3:forces:R:3:mulliken_charge:R:1 method="wB97M-V/def2-TZVPD" charge=0 homo_ev=-8.7 homo_lumo_gap_ev=9.697 smiles=F[C@]12CCC[C@@H]1C2 lumo_ev=1.004 relative_energy_kj_mol=507.7
F 0.5182 0.0622 1.8024 1.78 0.53 -0.93 -0.34
C 0.9467 -0.3977 0.4540 -3.55 -0.66 0.22 0.52
C 1.0754 0.8566 -0.4562 -2.22 -4.02 -3.13 -0.87
C -0.3899 1.3937 -0.5960 -1.44 1.44 -1.92 -0.28
C -1.2196 0.2961 0.0703 -7.03 5.49 3.82 -0.79
C -0.5272 -0.8482 0.0118 5.13 -7.19 -1.04 -0.30
C 0.5448 -1.8575 0.6373 0.98 0.01 0.47 -0.42
H 1.4725 0.5520 -1.5063 -0.32 0.64 2.10 0.30
H 1.7015 1.3407 0.1061 3.70 3.96 2.23 0.41
H -0.7467 2.4695 -0.1631 1.45 -2.48 -1.21 0.28
H -0.6436 1.3312 -1.7820 0.52 0.61 2.74 0.18
H -1.5310 0.5573 1.1471 1.24 0.08 -1.14 0.28
H -2.3125 0.2684 -0.2077 1.09 -0.22 -0.97 0.38
H -0.4937 -1.2631 -1.0050 -0.04 0.45 -0.03 0.15
H 0.8662 -2.2508 1.7634 -1.46 0.88 -3.16 0.25
H 0.7389 -2.5103 -0.2762 0.18 0.47 1.95 0.24